# 1
Entry from the Open Molecules 2025 dataset: a structure of composition C13H26NTi at a distorted geometry (ωB97M-V/def2-TZVPD).

Orbital gap (alpha / beta), eV: 8.4161 / 8.4664
HOMO energy (alpha / beta), eV: -16.56 / -16.42

ORCA input file:
```
! RIJCOSX wB97M-V def2-TZVPD def2/J DEFGRID3
* xyz 2 2
H -4.46 1.95 1.61
H -4.45 0.68 0.37
H -0.61 1.79 1.01
C -0.18 -1.14 -0.94
C -2.62 0.76 1.59
H -1.35 0.92 -2.62
H 3.30 0.83 -2.49
H 2.13 2.11 -2.19
C -1.75 1.56 0.60
H 0.22 1.62 -3.08
C -0.30 0.68 -2.84
H -2.38 1.08 2.61
H 1.08 1.92 2.53
C 0.82 -1.54 0.03
H -0.29 -2.98 1.17
H 1.59 0.37 2.66
C -1.47 -1.83 -1.21
H -1.72 -2.53 -0.41
H -4.69 0.26 2.07
C 2.65 1.27 -1.72
C 3.33 -0.97 0.42
H 2.38 1.42 1.68
H -2.11 2.59 0.56
H 3.27 -1.43 1.41
H 3.30 1.67 -0.94
C 0.75 -2.73 0.92
H 1.19 -3.62 0.46
H 1.28 -2.56 1.86
H -2.30 -1.11 -1.30
C 0.36 0.00 -1.69
C -4.14 0.93 1.39
C 1.98 -0.70 -0.16
H -1.44 -2.39 -2.15
H -0.29 0.06 -3.74
H 3.91 -1.67 -0.21
H 3.94 -0.07 0.50
C 1.69 0.27 -1.18
Ti 0.17 0.48 0.31
N 1.44 1.13 1.99
H -2.37 -0.30 1.54
H -1.86 1.21 -0.45
*
```

---

# 2
Entry from the Open Molecules 2025 dataset: a structure of composition C25H24CrN3O5S2 at a distorted geometry (ωB97M-V/def2-TZVPD).

Orbital gap (alpha / beta), eV: 7.3658 / 7.3995
HOMO energy (alpha / beta), eV: -7.60 / -7.77
ΔE to the lowest compared entry with this formula, charge and spin, eV: 1.252

ORCA input file:
```
! RIJCOSX wB97M-V def2-TZVPD def2/J DEFGRID3
* xyz 0 4
C -2.75 1.96 1.69
C 0.35 2.69 -1.66
S -3.39 0.99 0.41
N 0.12 -0.80 -1.74
H -0.98 -4.26 0.53
O -1.56 -1.72 -0.24
H 2.88 -6.80 1.49
H 2.07 -2.51 -1.89
H 4.01 -5.45 1.55
C -0.02 -0.39 -3.14
H 2.43 2.24 -1.76
H -4.47 3.19 1.89
H 1.94 3.12 -0.32
C 0.82 0.78 3.39
O 1.66 1.15 -0.19
H 0.65 -1.37 0.80
C 0.98 -5.13 0.72
C 0.45 -3.30 -0.73
S -0.72 -2.12 -1.39
C 0.05 -4.24 0.20
O -1.84 0.44 -4.49
Cr -1.33 0.33 -0.47
C -1.93 2.93 -1.70
C 1.66 2.30 -0.99
C 1.12 -0.96 1.67
C -0.65 4.14 -3.29
H -2.79 4.26 -3.12
H 0.15 -1.21 -3.84
H 1.46 3.82 -3.09
C 0.35 0.20 2.19
C -2.98 3.68 3.38
C -1.88 3.83 -2.73
O -1.38 -2.74 -2.50
H 3.72 -4.12 -0.97
C -3.48 2.97 2.28
C 2.31 -5.09 0.31
C -1.46 1.65 2.19
H 0.68 0.41 -3.37
C -1.77 3.35 3.93
H 1.17 -1.73 2.44
H 0.55 2.30 4.86
C -1.01 2.31 3.36
H -0.57 4.81 -4.14
H 3.95 -6.46 0.12
C 2.69 -4.15 -0.64
C 0.18 1.84 3.95
H 1.70 0.36 3.85
H -2.88 2.64 -1.28
C 1.77 -3.25 -1.17
H 2.14 -0.66 1.42
H 0.67 -5.86 1.45
O -2.13 0.25 -2.27
N -0.73 0.66 1.56
C -1.46 0.15 -3.37
N -0.85 2.31 -1.18
H -3.57 4.48 3.81
H 1.52 0.36 -0.76
H -1.40 3.87 4.80
C 3.34 -6.01 0.90
C 0.48 3.58 -2.72
*
```

---

# 3
Entry from the Open Molecules 2025 dataset: a structure of composition C21H39GaN2OSb at a distorted geometry (ωB97M-V/def2-TZVPD).

Orbital gap (alpha / beta), eV: 4.1259 / 4.1237
HOMO energy (alpha / beta), eV: -17.28 / -17.28

ORCA input file:
```
! RIJCOSX wB97M-V def2-TZVPD def2/J DEFGRID3
* xyz 3 1
H -2.76 0.62 4.00
H 2.56 -2.42 -1.14
Sb 1.55 -1.51 1.24
H -1.10 2.12 0.02
H -3.35 1.26 -1.56
H 3.32 0.29 3.46
H 1.81 -2.87 3.56
O -0.61 0.75 -1.66
H 4.56 -0.42 0.10
H 0.68 3.04 -4.87
H 4.87 -1.55 -1.24
C 1.34 2.78 -3.99
C 4.30 -1.40 -0.31
C -3.75 -0.04 0.21
H -4.32 -4.12 -0.38
C -4.04 1.12 -0.70
H 0.85 0.51 -5.03
C -2.87 -0.46 3.89
H -5.06 1.06 -1.15
H 2.91 -4.99 2.77
H 2.49 3.72 -2.43
H 2.28 2.43 -4.46
H -1.68 3.76 -0.42
H 3.45 -2.41 2.93
H -0.14 -0.20 -3.67
H -3.67 -0.82 4.56
N 0.72 1.67 -3.28
H -2.54 -4.11 -0.31
C 1.60 3.95 -3.05
H 0.63 4.94 -1.44
H 3.86 0.66 1.81
H 1.65 -4.56 1.62
H 4.62 -2.18 0.38
H 1.88 4.81 -3.65
N -0.07 2.98 -1.57
H -0.48 4.66 -2.81
H -4.00 2.05 -0.12
H -1.92 -0.92 4.22
H 1.63 -0.25 -3.62
C 0.37 4.23 -2.23
H -3.43 1.28 1.88
C 1.74 0.57 1.98
C 2.49 -2.90 2.69
H -3.49 -4.47 1.14
C -0.01 1.78 -2.16
C 2.81 -1.49 -0.58
H -4.12 -1.60 -1.25
H 3.36 -4.25 1.26
H 2.41 -0.62 -1.12
C -0.78 3.12 -0.30
C 3.10 0.87 2.55
C -3.17 -0.78 2.44
C -3.51 -2.40 0.66
C 2.60 -4.24 2.05
H 0.93 0.68 2.72
C -3.45 0.25 1.54
H 1.49 1.18 1.10
H -0.15 3.61 0.48
C 0.77 0.36 -3.94
H 3.19 1.96 2.80
Ga -0.84 -0.88 -0.31
C -3.21 -2.10 1.99
H -2.99 -2.90 2.68
C -3.86 -1.38 -0.21
C -3.46 -3.85 0.24
*
```

---

# 4
Entry from the Open Molecules 2025 dataset: a cluster of 2 separate species, C28H29N2OS in total at a distorted geometry (ωB97M-V/def2-TZVPD).

Orbital gap, eV: 4.1396
HOMO energy, eV: -8.93

ORCA input file:
```
! RIJCOSX wB97M-V def2-TZVPD def2/J DEFGRID3
* xyz 1 1
C 5.87 -0.50 -1.87
H -1.42 -2.42 2.27
H -2.32 -2.26 -3.91
H 3.68 -3.60 -2.86
H 1.66 -3.32 -1.35
C -0.61 -0.07 -1.97
H 3.87 -3.63 -1.10
S 3.41 0.89 -1.80
H 0.84 2.80 2.38
C -3.50 -2.15 2.68
H 0.51 3.75 -2.83
C -2.12 -1.58 -3.09
H 0.46 -1.30 2.02
H -2.58 5.20 3.28
C 1.91 -0.01 -1.88
H -3.99 -1.94 -2.13
C -2.39 1.86 2.89
C -4.53 -1.25 2.96
H -1.37 0.77 -0.15
H 6.22 0.07 -2.73
H -4.01 3.19 3.35
C 0.57 2.66 -2.97
C -0.91 -0.92 -3.04
C -2.15 4.22 3.10
C -0.79 4.11 2.82
C -1.93 -0.36 2.57
C -0.22 2.88 2.59
H -5.06 0.80 3.28
H 1.46 2.41 -3.56
H 0.41 -2.09 -1.17
C -2.79 -0.54 -1.05
C -3.06 -1.40 -2.10
H 5.20 -3.12 -2.13
O 0.65 2.04 -1.72
C -2.96 3.11 3.14
C -1.59 0.13 -0.98
C 4.39 -0.57 -1.88
H -3.52 -0.41 -0.26
H 2.04 1.00 2.85
H 0.85 -2.68 -2.79
N 2.23 -1.37 -1.91
H -0.32 2.32 -3.50
C 3.62 -1.68 -1.93
N -0.70 0.36 2.41
C 1.76 0.47 1.95
C -1.01 1.74 2.62
C -2.97 0.55 2.86
H 1.70 1.19 1.13
C 4.12 -3.08 -2.01
H 2.56 -0.24 1.71
H -0.17 4.99 2.80
H -5.54 -1.61 3.11
H -3.73 -3.21 2.61
C -4.27 0.10 3.06
C 0.47 -0.23 2.12
C 1.23 -2.43 -1.80
H 6.33 -1.48 -1.91
C -2.21 -1.72 2.49
C 0.68 0.62 -1.86
H -0.18 -1.05 -3.82
H 6.23 0.01 -0.98
*
```

---

# 5
Entry from the Open Molecules 2025 dataset: a cluster of 7 separate species, C21H34O21 in total at a distorted geometry (ωB97M-V/def2-TZVPD).

Orbital gap, eV: 11.0058
HOMO energy, eV: -10.60
ΔE to the lowest compared entry with this formula, charge and spin, eV: 0.733

ORCA input file:
```
! RIJCOSX wB97M-V def2-TZVPD def2/J DEFGRID3
* xyz 0 1
C -3.28 0.74 2.35
H 0.87 -0.14 -2.23
O 3.42 0.48 2.59
H -0.87 4.58 -2.88
H 3.33 1.74 -3.06
O 3.25 -3.64 0.11
O -0.47 -0.46 -0.71
C 1.63 3.67 -3.22
H -8.52 -2.49 5.05
C 5.15 -1.13 -6.74
O -7.79 -3.05 3.20
H 3.89 2.59 -4.49
C -8.87 -2.58 4.03
H 0.68 3.24 1.76
H 2.98 -1.60 0.31
H 6.44 0.37 -5.76
O -0.28 -2.60 0.02
C 3.78 2.68 -3.41
C 2.61 -2.74 2.10
C -0.93 -1.61 -0.21
O -3.03 1.88 3.19
O 2.85 -0.49 -4.28
O -5.24 1.90 2.89
C -2.91 -2.50 0.71
O 2.94 3.75 -2.98
H 1.57 -2.42 2.03
O -8.68 -1.36 2.08
H 2.24 4.02 1.94
C 6.00 -0.61 -5.57
O 2.63 -4.18 2.17
C 1.70 3.25 1.39
H -0.45 6.08 -3.72
C 3.41 -2.43 0.87
C -4.16 2.61 3.31
H -3.87 -2.16 1.07
H -2.81 -0.17 2.74
H -2.97 -3.40 0.11
O 0.97 2.68 -3.28
H -10.27 -1.01 3.43
H 5.38 -2.16 -7.01
H 6.84 -1.25 -5.28
C 0.86 -0.45 -1.19
C -0.21 5.02 -3.64
H -9.66 -3.33 4.00
C 3.20 1.78 2.48
C 2.92 -4.66 0.95
H -2.76 0.93 1.41
H 4.72 2.85 -2.91
C 3.81 -0.68 -4.94
O -2.22 -1.46 0.01
H -8.69 -0.42 3.91
H 5.32 -0.07 3.06
O 1.14 4.91 -3.28
H -5.10 0.69 1.22
C -9.20 -1.24 3.39
O 3.78 2.65 3.07
H 1.46 -1.35 -1.06
H -0.46 4.51 -4.57
H 4.03 -0.93 3.94
H -2.35 -2.70 1.64
C 4.36 0.03 3.57
H 5.22 -0.47 -7.60
H 4.54 0.72 4.39
H 1.39 0.35 -0.66
O 2.24 1.95 1.56
O 5.08 -0.55 -4.48
H -5.24 -0.19 2.72
O -4.21 3.71 3.75
C -7.62 -2.22 2.17
H 1.76 3.51 0.33
C -4.80 0.70 2.27
O 3.82 -1.06 -6.23
O 2.92 -5.80 0.63
H 4.48 -2.25 1.01
H 3.00 -2.37 3.04
O -6.70 -2.22 1.42
*
```

---

# 6
Entry from the Open Molecules 2025 dataset: a structure of composition C42H33CdN17O3 (ωB97M-V/def2-TZVPD).

Orbital gap, eV: 7.4595
HOMO energy, eV: -7.79
ΔE to the lowest compared entry with this formula, charge and spin, eV: 0.000

ORCA input file:
```
! RIJCOSX wB97M-V def2-TZVPD def2/J DEFGRID3
* xyz 0 1
N 3.35 0.95 -2.70
H 1.48 -6.43 1.97
H 1.87 -3.74 0.86
H -3.58 -0.90 1.04
C -1.09 -4.26 1.75
H -0.39 -8.04 1.95
N 0.85 -2.37 2.03
H -1.95 3.92 -5.00
C 4.35 0.20 -2.21
C 4.05 0.43 -4.93
C 1.35 -3.71 1.82
C 4.96 -0.17 4.20
C -1.38 3.95 2.20
C -1.40 4.34 0.86
C 5.09 -0.35 -4.43
H 6.03 -1.04 -2.62
C 2.18 4.71 -4.15
H -4.74 2.57 0.16
N 1.63 1.95 2.29
C -4.65 -0.75 0.91
C -6.88 -1.66 0.83
N 2.79 1.15 0.31
N -5.60 -4.29 1.37
C 4.50 0.10 1.51
N -1.21 4.59 -5.07
N 0.88 -1.12 -2.97
C 3.64 0.66 2.42
C -5.14 0.52 0.65
O 1.39 -1.20 -1.83
H 3.15 3.64 -2.54
N 0.57 -1.92 3.27
H 6.70 -1.29 3.63
C -0.42 3.83 0.04
H 0.48 -1.68 0.04
C 2.56 1.33 1.65
C 0.46 -6.07 1.90
Cd 1.28 1.13 -1.28
N 4.61 0.01 -0.87
H -0.29 2.82 3.67
N -0.18 -0.48 1.70
N 1.07 4.96 -4.83
C -1.90 -6.53 1.80
O -3.64 -3.31 1.38
C -2.14 -5.16 1.72
N -1.08 0.91 -0.99
C 5.84 -0.74 3.27
H -0.37 -0.13 3.82
C -0.03 4.33 -4.42
H -3.81 1.96 1.53
C -4.21 1.70 0.55
H 3.16 1.00 4.49
H -8.44 -0.24 0.43
H -0.40 4.10 -1.01
C 3.21 1.04 -4.03
C -1.99 0.89 -2.00
C -0.38 3.12 2.64
H -2.14 5.02 0.47
H 2.07 -3.93 2.61
C 5.61 -0.61 1.90
H -2.13 4.31 2.89
H -6.90 1.68 0.25
C 3.85 0.55 3.79
H -1.43 1.35 1.07
C 5.24 -0.45 -3.07
H -7.54 -2.51 0.90
H -1.30 -3.20 1.70
C 0.21 -4.71 1.84
N -3.06 1.45 -0.30
N 1.13 3.21 -2.67
N -3.21 1.21 -1.62
N 0.54 2.98 0.43
H 3.08 5.23 -4.48
H -0.90 2.95 -2.99
C 3.96 0.42 0.16
C 0.01 3.45 -3.32
C 0.61 2.67 1.73
H 3.87 0.54 -5.99
C 0.39 -1.51 1.11
H -1.74 0.62 -3.01
C 2.23 3.84 -3.08
H 6.28 -1.04 1.17
N -4.63 -5.26 1.57
O 0.55 0.04 -3.29
H 5.77 -0.86 -5.10
C -5.51 -1.83 1.00
H -1.11 5.05 -5.97
H 5.16 -0.29 5.26
C -7.38 -0.39 0.57
C -0.03 -0.78 3.02
C -4.98 -3.17 1.25
H 2.37 1.62 -4.38
C -0.59 -6.98 1.89
C -3.50 -4.65 1.58
C -1.79 1.26 0.06
H -2.73 -7.22 1.78
C -6.51 0.69 0.47
*
```

---

# 7
Entry from the Open Molecules 2025 dataset: a cluster of 2 separate species, C27H37 in total at a distorted geometry (ωB97M-V/def2-TZVPD).

Orbital gap, eV: 5.8254
HOMO energy, eV: -11.00
ΔE to the lowest compared entry with this formula, charge and spin, eV: 0.094

ORCA input file:
```
! RIJCOSX wB97M-V def2-TZVPD def2/J DEFGRID3
* xyz 1 1
H -7.04 -0.04 1.51
C 1.22 -3.19 1.89
H -4.32 -0.54 2.30
C 0.96 6.08 -0.59
H 5.95 -3.01 -1.31
H 0.76 -0.04 0.89
C -0.08 3.90 -1.32
H -0.92 1.06 2.20
H -0.60 4.45 -2.11
C -4.32 0.56 2.27
H 1.50 -2.61 -3.91
C 1.19 -2.49 -0.56
H -1.02 -2.91 -2.31
C 3.21 -3.44 0.41
C -0.51 -0.55 -0.77
C -1.87 0.54 2.08
C 1.87 -2.40 -1.80
H 0.91 -2.23 2.33
C -1.20 1.91 -2.23
H -0.24 -0.39 -1.82
H -0.56 -2.16 0.63
C 0.77 4.60 -0.46
C 5.29 -3.82 -0.97
C 3.20 -2.82 -1.89
C 1.28 -1.89 -3.09
H 3.70 -2.73 -2.86
C -6.85 0.60 2.39
C -5.49 1.24 2.34
H -0.66 1.34 -3.00
H 0.36 6.47 -1.42
H 3.72 -3.85 1.29
H -1.60 -0.36 -0.67
H -7.60 1.40 2.40
C 0.20 0.41 0.07
H 1.75 -0.94 -3.39
C 3.88 -3.35 -0.81
H 0.34 -3.85 1.85
C -0.28 2.53 -1.23
H 2.74 1.01 1.29
H 2.13 4.41 1.21
H -1.88 -0.55 2.07
H 5.36 -4.61 -1.73
H 0.66 6.60 0.33
H 0.20 -1.74 -3.09
H 2.01 6.33 -0.76
C 2.10 1.80 1.72
H -1.73 2.72 -2.77
C 1.31 2.51 0.66
C -0.27 -2.05 -0.42
H 1.45 1.33 2.48
H 2.75 2.52 2.23
H 1.94 -3.65 2.59
C 1.88 -3.03 0.54
H -7.00 -0.02 3.28
H -1.97 1.28 -1.78
C -1.21 -2.96 -1.23
H -1.09 -4.00 -0.91
C 1.45 3.88 0.53
H -2.26 -2.67 -1.06
H 5.68 -4.22 -0.03
C 0.40 1.78 -0.19
C -3.05 1.22 2.18
H -3.06 2.32 2.19
H -5.48 2.33 2.37
*
```